Record 1
A single C2H6N6 molecule, computed with wB97M-V/def2-TZVPD.

XYZ file:
```
14
Properties=species:S:1:pos:R:3:forces:R:3
C 0.053 0.020 0.807 4.591 -1.307 0.607
C 1.344 -0.388 1.565 2.169 1.010 0.292
H -1.470 1.619 -0.479 -0.141 -0.273 1.645
H -2.927 0.832 0.540 4.660 0.732 -2.404
H 1.607 -0.252 2.681 -0.946 -0.233 -2.010
H 2.352 -0.603 -1.301 -3.198 -0.455 2.332
H -1.065 0.419 -1.875 0.620 0.365 0.240
H -1.054 -1.110 -1.322 2.401 2.304 -0.731
N -1.788 0.789 0.062 -6.623 -0.486 3.763
N -1.058 0.296 1.242 -2.992 1.962 -0.794
N 2.346 -0.660 0.729 -5.646 -0.100 0.748
N 1.551 -0.835 -0.490 5.709 0.848 -3.395
N 0.471 0.142 -0.514 0.459 -1.056 -1.298
N -0.361 -0.269 -1.645 -1.062 -3.311 1.006
```
Forces are in eV/Å.

Summary:
M: 114.1 u
HOMO: -8.21 eV
E_LUMO: 0.407 eV
F_max: 7.63 eV/Å
SMILES string: N/N=c1/cn[nH]n1N

Atom charges from the Mulliken analysis, given in e for atoms 1 to 5: 0.413, -0.086, 0.287, 0.282, 0.347

Record 2
A single C8H8FNO2 molecule, computed with wB97M-V/def2-TZVPD.

XYZ file:
```
20
Properties=species:S:1:pos:R:3:forces:R:3
C -1.267 -2.194 -0.274 -1.860 -2.691 -0.494
C -0.317 -1.810 0.658 3.407 2.898 2.316
C -1.631 -1.324 -1.288 0.140 3.462 -2.125
C 0.267 -0.558 0.581 0.010 -3.753 2.299
C -1.050 -0.072 -1.373 -3.400 -2.891 -2.667
C -0.108 0.317 -0.431 1.908 3.624 0.788
C 1.782 1.481 -1.470 -0.441 0.394 0.293
C 0.549 1.674 -0.543 -0.271 -0.451 -0.067
N 0.983 2.187 0.720 -0.121 0.092 0.187
O 2.901 1.268 -0.781 0.677 -0.241 0.128
O 1.718 1.473 -2.660 -0.004 -0.083 -0.215
F -0.321 2.571 -1.172 0.109 -0.188 -0.035
H -1.720 -3.171 -0.210 -0.017 -0.034 -0.009
H -0.025 -2.487 1.446 0.061 0.011 0.079
H -2.368 -1.621 -2.018 -0.041 0.035 -0.072
H 1.008 -0.261 1.308 0.022 -0.075 0.060
H -1.323 0.609 -2.164 -0.052 -0.020 -0.070
H 0.242 2.137 1.411 0.036 -0.031 -0.055
H 2.724 1.379 0.174 -0.150 0.008 -0.302
H 1.267 3.157 0.628 -0.011 -0.068 -0.041
```
Forces are in eV/Å.

Summary:
M: 169.2 u
HOMO (alpha / beta): -5.14 / -9.76 eV
E_LUMO (alpha / beta): 0.684 / -3.302 eV
F_max: 5.20 eV/Å
multiplicity: 3

Atom charges from the Mulliken analysis, given in e for atoms 1 to 5: -0.596, -0.486, -0.409, -0.372, -0.447

Record 3
2 unconnected molecules or ions with the total composition C3H8O2, computed with wB97M-V/def2-TZVPD.

XYZ file:
```
13
Properties=species:S:1:pos:R:3:forces:R:3
C -0.041 0.238 -0.491 0.008 0.276 0.103
O -0.866 -0.824 -0.954 -0.177 0.162 0.654
C -0.638 1.596 -0.725 0.321 0.488 -0.853
C 0.114 2.604 -1.163 0.084 -0.564 0.438
H 0.933 0.166 -0.976 0.119 0.211 0.056
H 0.144 0.161 0.584 -0.192 -0.468 0.054
H -0.471 -1.156 -1.754 0.034 -0.193 -0.413
H -1.703 1.735 -0.587 -0.058 -0.190 0.189
H -0.238 3.609 -1.325 -0.161 0.065 -0.014
H 1.174 2.413 -1.293 0.036 0.214 -0.192
H 0.702 -1.966 2.342 -0.534 -0.113 -0.276
H 0.717 -3.502 2.732 -0.253 0.417 -0.247
O 1.183 -2.661 2.781 0.774 -0.304 0.502
```
Forces are in eV/Å.

Summary:
M: 76.1 u
HOMO: -10.03 eV
E_LUMO: 0.769 eV
F_max: 1.03 eV/Å
SMILES string: C=CCO.O

Atom charges from the Mulliken analysis, given in e for atoms 1 to 5: -0.364, -0.507, 0.036, -0.732, 0.306

Record 4
6 unconnected molecules or ions with the total composition C14H30N2O18S4, computed with wB97M-V/def2-TZVPD.

XYZ file:
```
68
Properties=species:S:1:pos:R:3:forces:R:3
C 1.989 -2.237 -0.640 -1.261 -0.020 -0.995
C 1.282 -1.084 0.129 2.879 -0.973 -3.576
O 1.053 0.000 -0.310 -0.561 2.374 -1.541
N 1.012 -1.426 1.314 0.181 -3.192 5.360
C 0.218 -0.778 2.268 -2.385 1.206 0.808
H 1.902 -3.180 -0.101 0.446 0.059 0.072
H 2.958 -2.113 -1.124 0.208 0.513 0.798
H 1.367 -2.385 -1.522 -0.310 -0.048 -0.123
H 1.209 -2.375 1.600 0.210 0.125 -0.330
H 0.425 -0.912 3.330 0.986 -0.278 -0.226
H -0.767 -1.236 2.177 -0.541 0.399 0.071
H 0.112 0.295 2.107 0.153 -0.154 -0.293
C -7.767 -1.111 3.793 0.361 -0.461 -0.493
C -6.884 -0.257 2.844 -2.527 -0.226 1.494
O -6.420 0.765 3.270 1.443 0.975 0.662
N -6.860 -0.571 1.559 0.991 -0.411 -3.372
C -5.876 0.083 0.623 0.029 -0.501 0.979
H -7.227 -1.192 4.736 -0.264 0.254 0.044
H -8.001 -2.128 3.478 0.365 -0.116 -0.380
H -8.756 -0.671 3.921 0.279 0.497 0.195
H -7.488 -1.263 1.175 0.278 -0.002 0.312
H -6.163 1.034 0.174 -0.371 0.054 0.491
H -5.553 -0.541 -0.209 -0.542 -0.514 0.181
H -4.981 0.207 1.233 -0.037 0.447 -0.114
C -0.327 5.809 0.233 -0.011 -1.551 -1.048
C -1.059 5.299 -1.015 -0.676 -2.616 1.076
O -1.599 6.429 -1.507 -2.530 4.361 -2.201
S -2.349 7.325 -0.321 1.465 1.055 0.062
O -3.475 6.644 0.259 0.602 0.732 -1.086
O -2.452 8.786 -0.672 0.913 -5.177 0.955
O -1.083 6.900 0.672 -0.944 2.192 0.494
H 0.656 6.084 -0.151 0.181 0.436 0.678
H -0.302 5.055 1.019 0.243 0.181 -0.007
H -1.911 4.632 -0.880 0.013 -0.429 1.093
H -0.517 4.726 -1.767 0.750 0.795 -0.020
C -2.009 -7.163 3.065 -0.862 -1.208 0.961
C -2.310 -6.972 4.540 -0.883 -0.365 -0.206
O -1.087 -7.250 5.162 2.729 0.972 0.182
S 0.263 -6.643 4.259 -1.575 -2.343 0.866
O 1.262 -7.708 4.172 -2.279 2.063 -0.172
O 0.703 -5.355 4.749 -1.207 -1.397 -1.255
O -0.738 -6.609 2.909 2.750 1.560 -0.152
H -2.782 -6.769 2.405 0.529 0.651 -0.081
H -1.965 -8.233 2.865 0.175 -0.128 -0.075
H -3.020 -7.712 4.911 0.099 -0.168 -0.104
H -2.757 -6.009 4.784 0.523 0.382 0.017
C 5.945 2.925 1.814 -0.007 1.698 2.084
C 6.520 1.860 0.964 -0.582 -2.091 -0.752
O 7.793 2.229 0.631 3.272 1.645 -1.056
S 8.405 3.387 1.553 0.477 1.154 -0.356
O 9.167 4.355 0.772 -1.636 -1.964 1.462
O 9.028 2.747 2.701 -1.400 1.170 -1.347
O 6.884 4.034 1.829 1.987 -0.747 -0.325
H 5.969 2.582 2.848 -0.760 -0.094 0.029
H 4.997 3.388 1.539 0.045 -0.462 -0.079
H 6.025 1.674 0.011 -0.362 -0.057 0.244
H 6.703 0.938 1.515 -1.046 -0.260 0.089
C 1.629 1.110 -8.876 -1.122 0.802 0.651
C 0.788 0.114 -8.079 -1.963 2.447 -1.050
O 1.647 -0.636 -7.302 1.553 -0.924 0.963
S 3.107 -0.763 -7.988 1.821 1.405 -1.007
O 3.246 -2.071 -8.613 -0.018 2.320 1.461
O 4.197 -0.131 -7.181 -3.535 -2.207 -2.015
O 2.689 0.317 -9.214 2.798 -2.013 -0.144
H 1.953 2.032 -8.393 0.094 -0.179 0.776
H 1.099 1.495 -9.747 0.013 -0.610 -0.329
H 0.216 -0.437 -8.825 0.211 -0.714 0.237
H 0.064 0.661 -7.475 0.146 -0.329 0.460
```
Forces are in eV/Å.

Summary:
M: 642.7 u
HOMO: -9.84 eV
E_LUMO: -0.117 eV
F_max: 6.24 eV/Å
SMILES string: O=S1(=O)OCCO1.O=S1(=O)OCCO1.O=S1(=O)OCCO1.O=S1(=O)OCCO1.CNC(C)=O.CNC(C)=O

Atom charges from the Mulliken analysis, given in e for atoms 1 to 5: -0.902, 0.728, -0.679, -0.167, -0.883

Record 5
A single C4H5NO2 molecule, computed with wB97M-V/def2-TZVPD.

XYZ file:
```
12
Properties=species:S:1:pos:R:3:forces:R:3
O 3.017 0.042 -0.139 -0.569 0.018 -0.088
C 1.880 -0.065 -0.523 0.313 0.040 0.151
C 0.660 0.256 0.296 0.154 -0.034 0.124
C -0.488 0.913 -0.419 -0.057 0.184 -0.222
N -0.496 -0.497 -0.182 -0.287 -0.108 -0.127
C -1.530 -0.974 0.623 -0.314 0.114 0.128
O -2.626 -0.467 0.643 0.426 -0.354 0.054
H 1.630 -0.439 -1.539 0.067 0.072 0.080
H 0.834 0.439 1.355 -0.208 -0.085 -0.161
H -0.340 1.241 -1.444 -0.059 -0.071 0.090
H -1.263 1.434 0.144 0.489 0.203 -0.032
H -1.277 -1.883 1.185 0.045 0.019 0.004
```
Forces are in eV/Å.

Summary:
M: 99.1 u
HOMO: -10.25 eV
E_LUMO: 0.582 eV
F_max: 0.58 eV/Å
SMILES string: O=C[C@H]1CN1C=O

Atom charges from the Mulliken analysis, given in e for atoms 1 to 5: -0.458, -0.206, 0.227, -0.537, -0.242

Record 6
A molecular structure, C2H3N3O2, computed with wB97M-V/def2-TZVPD.

XYZ file:
```
10
Properties=species:S:1:pos:R:3:forces:R:3
C 0.696 -0.030 -0.091 0.176 2.716 0.405
C -1.295 0.158 -0.074 -0.218 0.784 0.250
H 2.252 -1.125 0.316 1.116 -1.220 0.585
H 2.457 0.605 -0.009 1.252 -0.098 0.365
H -2.702 -1.139 0.125 0.596 1.715 -0.371
N 1.985 -0.270 -0.061 0.148 0.499 -0.944
N -0.319 -0.804 -0.113 -0.603 0.450 0.003
N -0.971 1.425 -0.049 0.320 -0.811 0.026
O -2.559 -0.158 -0.021 -2.021 -1.964 0.201
O 0.456 1.338 -0.024 -0.767 -2.070 -0.520
```
Forces are in eV/Å.

Summary:
M: 101.1 u
HOMO: -9.16 eV
E_LUMO: 0.735 eV
F_max: 2.83 eV/Å

Atom charges from the Mulliken analysis, given in e for atoms 1 to 5: 0.618, 0.587, 0.253, 0.241, 0.358

Record 7
13 unconnected molecules or ions with the total composition C4H24BO20, computed with wB97M-V/def2-TZVPD.

XYZ file:
```
49
Properties=species:S:1:pos:R:3:forces:R:3
O -2.942 0.771 2.435 2.319 -1.165 -2.673
C -2.033 0.281 1.752 -2.186 1.436 0.357
O -1.632 0.531 0.455 -1.344 0.140 2.100
B -0.271 0.004 0.241 -1.008 -0.044 1.102
O 0.020 -0.697 1.475 -0.847 -0.890 1.627
C -1.056 -0.699 2.350 3.427 -0.177 1.191
O -0.997 -1.175 3.477 -0.697 0.812 -2.562
O 0.690 1.073 -0.064 0.954 -0.254 -1.816
C 1.194 0.834 -1.302 1.544 3.301 -1.083
O 1.889 1.663 -1.956 -2.398 -3.208 2.245
C 0.611 -0.527 -1.805 0.929 0.185 -0.572
O -0.245 -0.894 -0.895 0.087 -0.628 -1.067
O 0.932 -1.090 -2.834 -0.634 0.556 1.234
O 1.085 0.342 -5.354 -0.169 -0.085 -0.315
H 1.733 0.808 -5.882 0.119 0.134 -0.145
H 1.162 0.730 -4.482 0.104 -0.036 0.381
O 1.624 4.278 0.846 -0.174 -0.011 0.053
H 1.350 4.968 1.450 0.002 0.232 0.049
H 1.201 3.486 1.178 -0.201 -0.382 0.048
O -1.368 3.077 -1.176 -0.122 0.377 -0.057
H -0.491 2.709 -1.065 0.250 0.029 0.155
H -1.796 2.494 -1.803 -0.181 -0.126 -0.114
O -2.626 -2.746 5.353 -0.262 -0.137 0.110
H -2.100 -1.964 5.188 0.307 0.223 -0.361
H -2.535 -2.903 6.293 -0.027 -0.108 0.197
O 3.213 -2.677 -1.649 0.224 -0.196 0.347
H 2.372 -2.632 -2.105 -0.271 0.056 -0.225
H 3.769 -2.048 -2.108 0.080 0.160 -0.158
O -1.186 1.731 5.090 0.279 0.141 0.015
H -1.468 2.233 5.855 -0.054 0.157 0.147
H -1.765 0.969 5.076 -0.195 -0.289 -0.256
O 1.060 -3.569 1.935 0.091 -0.478 -0.067
H 1.563 -3.354 2.720 0.050 0.085 0.165
H 0.784 -2.721 1.587 -0.162 0.364 -0.115
O -3.595 -2.921 2.055 -0.590 0.112 0.153
H -3.162 -2.354 2.693 0.056 -0.010 0.450
H -3.126 -2.761 1.236 0.331 -0.445 -0.095
O -1.871 -2.903 -0.138 -0.115 -0.112 0.267
H -1.930 -3.544 -0.847 0.025 -0.245 -0.123
H -2.470 -2.204 -0.396 0.007 0.410 -0.469
O 3.724 3.953 -0.828 0.623 0.108 -0.331
H 2.896 3.807 -0.372 -0.308 0.167 0.295
H 3.869 3.148 -1.327 -0.013 -0.160 -0.182
O -0.015 -3.671 -4.521 -0.099 -0.268 -0.265
H -0.181 -4.286 -3.806 0.010 -0.156 0.152
H 0.025 -2.814 -4.096 0.173 0.499 0.151
O 1.279 4.527 -3.677 -0.107 0.135 -0.429
H 1.466 3.648 -3.348 0.105 -0.274 0.232
H 1.350 5.091 -2.907 0.066 0.065 0.257
```
Forces are in eV/Å.

Summary:
M: 403.0 u
HOMO: -8.44 eV
E_LUMO: 1.886 eV
F_max: 4.59 eV/Å
charge: -1

Atom charges from the Mulliken analysis, given in e for atoms 1 to 5: -0.611, 0.637, -0.360, 1.489, -0.622

Record 8
A single C6H10O molecule, computed with wB97M-V/def2-TZVPD.

XYZ file:
```
17
Properties=species:S:1:pos:R:3:forces:R:3
C 0.109 -2.246 -0.091 -0.023 -0.006 0.042
C -0.298 -0.788 0.108 0.071 -0.064 0.164
C 0.626 -0.021 1.061 0.011 -0.025 -0.022
C 0.496 1.469 0.874 -0.068 0.074 -0.121
C -0.096 1.991 -0.196 0.063 -0.089 0.155
C -0.652 1.126 -1.291 -0.028 0.213 -0.030
O -0.254 -0.220 -1.194 0.106 -0.014 -0.113
H -0.391 -2.925 0.604 0.067 0.126 0.013
H 1.191 -2.373 0.016 -0.144 0.033 -0.040
H -0.165 -2.529 -1.110 -0.022 -0.070 0.145
H -1.329 -0.729 0.502 0.129 0.033 -0.164
H 1.668 -0.322 0.884 -0.131 0.033 -0.001
H 0.400 -0.296 2.100 0.001 0.031 -0.163
H 0.919 2.120 1.638 -0.080 -0.101 -0.109
H -0.188 3.068 -0.321 -0.006 -0.147 0.044
H -1.753 1.212 -1.318 0.127 -0.062 0.057
H -0.284 1.463 -2.266 -0.073 0.035 0.143
```
Forces are in eV/Å.

Summary:
M: 98.1 u
HOMO: -9.34 eV
E_LUMO: 1.131 eV
F_max: 0.22 eV/Å
SMILES string: C[C@H]1CC=CCO1

Atom charges from the Mulliken analysis, given in e for atoms 1 to 5: -1.330, 0.405, -0.669, -0.362, -0.306

Repeat the first record exactly.
A single C2H6N6 molecule, computed with wB97M-V/def2-TZVPD.

XYZ file:
```
14
Properties=species:S:1:pos:R:3:forces:R:3
C 0.053 0.020 0.807 4.591 -1.307 0.607
C 1.344 -0.388 1.565 2.169 1.010 0.292
H -1.470 1.619 -0.479 -0.141 -0.273 1.645
H -2.927 0.832 0.540 4.660 0.732 -2.404
H 1.607 -0.252 2.681 -0.946 -0.233 -2.010
H 2.352 -0.603 -1.301 -3.198 -0.455 2.332
H -1.065 0.419 -1.875 0.620 0.365 0.240
H -1.054 -1.110 -1.322 2.401 2.304 -0.731
N -1.788 0.789 0.062 -6.623 -0.486 3.763
N -1.058 0.296 1.242 -2.992 1.962 -0.794
N 2.346 -0.660 0.729 -5.646 -0.100 0.748
N 1.551 -0.835 -0.490 5.709 0.848 -3.395
N 0.471 0.142 -0.514 0.459 -1.056 -1.298
N -0.361 -0.269 -1.645 -1.062 -3.311 1.006
```
Forces are in eV/Å.

Summary:
M: 114.1 u
HOMO: -8.21 eV
E_LUMO: 0.407 eV
F_max: 7.63 eV/Å
SMILES string: N/N=c1/cn[nH]n1N

Atom charges from the Mulliken analysis, given in e for atoms 1 to 5: 0.413, -0.086, 0.287, 0.282, 0.347

Which value of F_max does entry 5 give?
0.58 eV/Å

Number 7 is which compound?
C4H24BO20

Among the records above, which one has the lowest F_max?
C6H10O